Record 1
84
Properties=species:S:1:pos:R:3 method="wB97M-V/def2-TZVPD" gap_ev=6.54 spin_multiplicity=1 charge=+2 lumo_energy_ev=-7.0 molar_mass_g_mol=1144.91
Pd 0.9592 1.4094 -1.2402
I 3.0659 2.1567 -3.0496
C 2.9216 4.1370 -2.2808
I 1.1560 4.3619 -1.1117
H 2.8951 4.8342 -3.1094
H 3.7740 4.3076 -1.6352
C -3.8915 2.0235 -0.4265
C -2.5005 2.5700 -0.7565
Ge -1.4385 1.3339 -1.8424
C -1.0891 1.9754 -3.6716
C -2.4731 1.9465 -4.3475
C -1.9451 -0.5218 -1.6943
C -1.1004 -1.5276 -1.4494
Ge 0.8327 -1.0884 -1.5123
C 1.4158 -1.0690 -3.4038
C 1.3266 -2.4714 -4.0207
C 2.2200 -1.8780 -0.3426
C 2.1836 -3.3768 -0.0441
C -1.5559 -2.9133 -1.2303
C -0.6767 -3.9807 -1.4041
C -1.0886 -5.2914 -1.2199
C -2.3954 -5.5564 -0.8433
C -3.2840 -4.5036 -0.6543
C -2.8700 -3.1981 -0.8422
H -4.4521 2.7450 0.1681
H -3.8355 1.0962 0.1485
H -4.4757 1.8173 -1.3247
H -1.9559 2.7898 0.1610
H -2.5662 3.5099 -1.3106
H -0.3877 1.3371 -4.2056
H -0.6892 2.9888 -3.6446
H -2.8726 0.9326 -4.4054
H -2.3986 2.3247 -5.3672
H -3.1967 2.5765 -3.8258
H -3.0092 -0.7338 -1.7930
H 2.4503 -0.7187 -3.4426
H 0.8029 -0.3727 -3.9768
H 1.9554 -3.1887 -3.4895
H 1.6674 -2.4505 -5.0560
H 0.3026 -2.8448 -4.0213
H 2.2223 -1.3387 0.6044
H 3.1571 -1.6110 -0.8415
H 1.2687 -3.6626 0.4750
H 3.0292 -3.6325 0.5953
H 2.2658 -3.9835 -0.9456
H 0.3454 -3.7986 -1.7094
H -0.3895 -6.1033 -1.3709
H -2.7222 -6.5762 -0.6916
H -4.3036 -4.7057 -0.3534
H -3.5755 -2.3949 -0.6654
F -2.4984 5.4266 4.1507
C -1.8277 4.4673 3.5231
C -0.5566 4.7459 3.0471
C 0.1378 3.7426 2.3923
C -0.4395 2.4858 2.2200
C -1.7123 2.2271 2.7277
C -2.4188 3.2219 3.3814
Sb 0.6273 0.9622 1.2442
C 2.5947 1.1966 1.9298
C 2.7915 1.4776 3.2829
C 4.0722 1.6381 3.7834
C 5.1415 1.5236 2.9101
F 6.3735 1.6790 3.3811
C 4.9752 1.2564 1.5610
C 3.6893 1.0937 1.0752
C -0.1090 -0.8196 2.0760
C -1.4013 -1.2740 1.8155
C -1.8582 -2.4433 2.3990
C -1.0030 -3.1489 3.2280
F -1.4359 -4.2798 3.7772
C 0.2834 -2.7200 3.5064
C 0.7263 -1.5448 2.9252
H -0.1310 5.7273 3.2063
H 1.1414 3.9442 2.0366
H -2.1598 1.2441 2.6337
H -3.4043 3.0480 3.7914
H 1.9492 1.5790 3.9587
H 4.2547 1.8514 4.8277
H 5.8441 1.1783 0.9220
H 3.5491 0.8789 0.0214
H -2.0633 -0.7242 1.1592
H -2.8552 -2.8200 2.2206
H 0.9114 -3.3005 4.1683
H 1.7325 -1.2018 3.1379

=====

Record 2
117
Properties=species:S:1:pos:R:3 method="wB97M-V/def2-TZVPD" gap_ev=4.92 spin_multiplicity=1 charge=-2 lumo_energy_ev=3.5 molar_mass_g_mol=1306.28
Bi -0.6465 1.0149 0.2495
S -0.5523 2.5072 -2.0597
C -2.1279 3.2479 -2.0073
C -2.6055 3.7859 -3.2548
N -2.9735 4.2026 -4.2624
C -2.9070 3.3570 -0.9037
S -2.5071 2.7790 0.6951
C -4.1846 4.0083 -0.9971
N -5.2016 4.5435 -1.0580
Br -3.7519 5.7991 4.9080
C -1.9144 5.4320 5.2095
C -1.4481 4.1326 5.0917
C -0.1084 3.8666 5.3261
C 0.7651 4.8966 5.6776
C 0.2663 6.1892 5.8055
C -1.0672 6.4683 5.5614
N 2.1298 4.7307 6.0870
N 2.8788 3.8358 5.6531
C 2.5517 3.0130 4.5552
C 2.8402 1.6725 4.7158
C 2.3934 0.6974 3.8315
C 1.6570 1.0289 2.6820
O 1.1878 0.1694 1.8686
C 1.4779 2.4577 2.4318
N 0.8156 2.7969 1.2986
C 0.6751 4.0622 0.9741
C 1.2213 5.0933 1.7489
C 1.8326 4.7790 2.9300
C 1.9423 3.4330 3.3353
H -2.1090 3.3344 4.7868
H 0.2440 2.8499 5.2188
H 0.9475 6.9780 6.1004
H -1.4473 7.4763 5.6554
H 3.3583 1.3842 5.6240
H 2.5540 -0.3506 4.0505
H 0.1257 4.2659 0.0629
H 1.1375 6.1181 1.4146
H 2.2417 5.5642 3.5537
C 0.5126 -3.9162 6.7775
C -0.1165 -2.8228 5.9546
C -1.0894 -1.9883 6.4919
C -1.6786 -0.9926 5.7239
C -1.2818 -0.8227 4.4074
C -0.3073 -1.6419 3.8513
C 0.2668 -2.6330 4.6287
S -2.0679 0.4334 3.4177
O -1.1709 1.5705 3.3966
O -3.3756 0.6244 3.9960
N -2.0799 -0.1173 1.9305
C -3.0467 -1.0177 1.4933
C -3.7516 -1.8847 2.3045
C -4.7241 -2.7567 1.7865
C -5.0096 -2.7882 0.4524
C -4.3029 -1.9331 -0.4214
C -4.5418 -1.9152 -1.8162
C -3.8438 -1.0711 -2.6225
C -2.8667 -0.2419 -2.0389
N -2.6210 -0.2343 -0.7536
C -3.3222 -1.0546 0.0862
H 0.1381 -3.9035 7.8008
H 1.5974 -3.8035 6.8110
H 0.2995 -4.8976 6.3498
H -1.3983 -2.1231 7.5222
H -2.4533 -0.3567 6.1309
H 0.0038 -1.4811 2.8272
H 1.0240 -3.2772 4.1948
H -3.5658 -1.8788 3.3687
H -5.2551 -3.4098 2.4683
H -5.7670 -3.4494 0.0504
H -5.2749 -2.5985 -2.2294
H -3.9996 -1.0379 -3.6909
H -2.2557 0.4166 -2.6469
Cl 2.4288 -1.9817 -0.0566
C 3.4428 -1.7822 1.3563
Cl 4.6100 -3.1199 1.5705
H 2.8059 -1.7488 2.2307
H 4.0078 -0.8629 1.2568
C 3.4406 -0.2607 -6.4787
Si 2.1812 0.2814 -5.1586
C 3.1792 1.3100 -3.9245
C 1.0139 1.4710 -6.0511
Si 1.0617 -1.3981 -4.0174
Si -0.5659 -2.3665 -5.3448
C -1.7987 -1.1178 -6.0632
C -1.5469 -3.6001 -4.2886
C -0.0451 -3.4023 -6.8553
Si 2.6217 -3.0821 -3.7117
C 4.2578 -2.3821 -3.0473
C 3.1740 -4.1342 -5.2033
C 1.9461 -4.3702 -2.4811
H 3.9890 0.5907 -6.8971
H 2.9286 -0.7739 -7.2972
H 4.1669 -0.9605 -6.0573
H 3.7047 2.1341 -4.4179
H 3.9190 0.6907 -3.4120
H 2.5164 1.7316 -3.1655
H 1.5586 2.1169 -6.7465
H 0.4828 2.1034 -5.3375
H 0.2597 0.9231 -6.6181
H -2.0894 -0.3610 -5.3321
H -2.7044 -1.6118 -6.4298
H -1.3470 -0.5854 -6.9029
H -1.8816 -3.1454 -3.3545
H -0.9077 -4.4472 -4.0244
H -2.4228 -3.9878 -4.8202
H 0.5656 -2.8046 -7.5369
H -0.9096 -3.7821 -7.4119
H 0.5586 -4.2552 -6.5427
H 4.8971 -2.0792 -3.8817
H 4.8008 -3.1175 -2.4467
H 4.0871 -1.5039 -2.4240
H 3.3965 -3.4905 -6.0580
H 2.3864 -4.8246 -5.5113
H 4.0697 -4.7222 -4.9743
H 1.1357 -3.9465 -1.8862
H 2.7147 -4.7272 -1.7902
H 1.5440 -5.2337 -3.0193

=====

Record 3
7
Properties=species:S:1:pos:R:3 method="wB97M-V/def2-TZVPD" gap_ev=11.86 spin_multiplicity=1 lumo_energy_ev=0.8 molar_mass_g_mol=70.05
N 1.4244 1.3729 0.7468
C 1.5098 0.3390 0.2528
O 1.7482 -0.8912 -0.1623
H 1.0245 -1.4218 -0.5088
C -1.9201 0.2232 -0.0480
N -1.2003 -0.7074 -0.1483
H -2.5866 1.0852 -0.1322

=====

Record 4
37
Properties=species:S:1:pos:R:3 method="wB97M-V/def2-TZVPD" gap_ev=8.71 spin_multiplicity=1 lumo_energy_ev=-0.4 molar_mass_g_mol=376.21
O -2.5508 1.5373 -0.3230
C -2.7579 0.3732 -0.5225
C -3.2869 -0.6278 0.4873
N -2.1207 -1.1187 1.1913
C -1.9959 -0.9964 2.5362
O -2.9181 -0.6699 3.2555
C -0.6496 -1.3581 3.0740
C -0.5890 -1.9042 4.3534
C 0.6242 -2.2417 4.9210
C 1.7848 -2.0122 4.2013
Br 3.4666 -2.4720 4.9678
C 1.7500 -1.4471 2.9376
C 0.5299 -1.1210 2.3733
O -2.4513 -0.2544 -1.6724
C -1.5766 0.4530 -2.5317
C -0.1748 0.4427 -1.9152
O 0.0159 -0.1521 -0.8764
C 0.8850 1.1778 -2.6242
C 2.1351 1.2698 -2.0067
C 3.1711 1.9506 -2.6140
C 2.9736 2.5459 -3.8498
C 1.7382 2.4574 -4.4736
C 0.6960 1.7806 -3.8691
H -3.8043 -1.4445 -0.0248
H -3.9389 -0.1505 1.2227
H -1.3086 -1.3210 0.6257
H -1.5101 -2.0579 4.8945
H 0.6712 -2.6727 5.9092
H 2.6687 -1.2623 2.4019
H 0.5140 -0.6586 1.3981
H -1.5864 -0.0738 -3.4871
H -1.9165 1.4875 -2.6548
H 2.2689 0.8013 -1.0433
H 4.1317 2.0189 -2.1265
H 3.7811 3.0793 -4.3284
H 1.5876 2.9210 -5.4369
H -0.2572 1.7207 -4.3703

=====

The records above give, respectively, ΔE to the lowest compared entry with this formula, charge and spin values of 0.0 0.0 39.4 0.0 kcal/mol.
The records above give, respectively, maximum force values of 0.0065 0.0124 0.0833 0.0132 Eh/bohr.